Entry 1:
{"formula": "C5H2S", "method": "ωB97M-V with the def2-TZVPD basis set", "relative_energy_kcal_mol": 4.05, "gap_ev": 7.79, "smiles": "C#CC#CC=S", "energy_ha": -589.751286, "total_charge": 0, "homo_ev": -9.2, "symbols": ["C", "C", "C", "C", "C", "S", "H", "H"], "positions_angstrom": [[-3.14, 1.34, 1.65], [-2.17, 0.81, 1.16], [-1.02, 0.18, 0.68], [-0.11, -0.45, 0.16], [1.13, -1.02, -0.33], [2.16, -0.30, -1.39], [-3.92, 1.68, 2.30], [1.25, -2.08, 0.00]]}

---

Entry 2:
{"formula": "C41H55Cl2F7IN6O4S", "method": "ωB97M-V with the def2-TZVPD basis set", "relative_energy_kcal_mol": 0.00, "gap_ev": 6.97, "energy_ha": -4539.729444, "total_charge": 1, "homo_ev": -9.9, "symbols": ["C", "C", "C", "C", "N", "C", "C", "C", "C", "C", "O", "C", "O", "C", "C", "C", "C", "N", "C", "C", "C", "C", "C", "S", "O", "O", "C", "F", "F", "C", "F", "F", "C", "F", "F", "F", "N", "C", "I", "C", "C", "C", "C", "Cl", "C", "C", "Cl", "H", "H", "H", "H", "H", "H", "H", "H", "H", "H", "H", "H", "H", "H", "H", "H", "H", "H", "H", "H", "H", "H", "H", "H", "H", "H", "H", "H", "H", "H", "H", "H", "H", "H", "H", "H", "H", "H", "H", "H", "N", "C", "C", "C", "C", "H", "H", "H", "H", "H", "N", "C", "C", "C", "C", "H", "H", "H", "H", "H", "N", "C", "C", "C", "C", "H", "H", "H", "H", "H"], "positions_angstrom": [[4.40, -2.02, -0.46], [3.34, -1.32, -0.07], [3.06, 0.06, -0.58], [1.77, 0.35, -1.40], [0.76, 1.14, -0.76], [-0.22, 0.59, 0.16], [-1.38, 1.65, 0.26], [-1.61, 2.35, 1.59], [-2.86, 3.25, 1.64], [-3.55, 3.56, 0.33], [-4.51, 4.61, 0.55], [-4.44, 5.63, -0.33], [-5.29, 5.90, -1.12], [0.43, 0.22, 1.52], [1.32, 1.28, 2.19], [2.45, 0.62, 2.99], [1.95, -0.13, 4.23], [1.72, -1.54, 3.97], [0.59, -2.23, 4.34], [0.71, -3.52, 3.94], [1.96, -3.63, 3.29], [2.56, -2.41, 3.33], [-0.84, -0.67, -0.53], [-1.85, -1.61, 0.68], [-1.01, -2.64, 1.20], [-2.56, -0.70, 1.52], [-3.23, -2.38, -0.33], [-2.91, -2.32, -1.64], [-4.33, -1.64, -0.11], [-3.52, -3.83, 0.15], [-2.49, -4.63, -0.21], [-3.62, -3.79, 1.49], [-4.86, -4.41, -0.43], [-4.83, -5.74, -0.34], [-5.88, -3.92, 0.27], [-4.99, -4.04, -1.72], [0.22, -1.59, -1.11], [-0.25, -2.98, -1.54], [1.36, -4.39, -1.35], [-0.89, -3.09, -2.92], [-1.81, -4.32, -3.01], [1.14, -0.85, -2.11], [0.55, -0.48, -3.44], [-0.78, 0.61, -3.49], [1.10, -0.89, -4.58], [2.33, -1.74, -4.74], [0.43, -0.44, -6.08], [4.67, -2.96, 0.01], [5.00, -1.66, -1.28], [2.66, -1.77, 0.64], [3.06, 0.73, 0.28], [3.92, 0.36, -1.18], [2.11, 0.95, -2.25], [1.02, 2.09, -0.54], [-1.16, 2.40, -0.50], [-2.31, 1.19, -0.05], [-0.75, 2.98, 1.81], [-1.67, 1.63, 2.40], [-2.59, 4.21, 2.07], [-3.60, 2.82, 2.32], [-2.84, 3.87, -0.43], [-4.13, 2.71, -0.05], [-3.53, 6.25, -0.22], [1.03, -0.68, 1.37], [-0.31, -0.08, 2.26], [1.77, 1.97, 1.48], [0.71, 1.84, 2.89], [2.97, -0.08, 2.34], [3.18, 1.38, 3.28], [2.68, -0.02, 5.04], [1.01, 0.29, 4.58], [-0.20, -1.75, 4.89], [0.00, -4.31, 4.08], [2.39, -4.52, 2.85], [3.52, -2.09, 2.97], [-1.51, -0.36, -1.33], [0.83, -1.77, -0.30], [-0.91, -3.36, -0.78], [-0.11, -3.23, -3.65], [-1.43, -2.18, -3.15], [-2.77, -4.04, -3.44], [-1.98, -4.79, -2.04], [-1.38, -5.08, -3.65], [1.95, -1.55, -2.33], [3.02, -1.67, -3.91], [2.86, -1.41, -5.63], [2.07, -2.78, -4.92], [8.08, -1.12, -2.18], [9.17, -0.38, -2.55], [9.46, -0.68, -3.85], [8.50, -1.64, -4.29], [7.67, -1.89, -3.23], [7.66, -1.11, -1.27], [9.65, 0.29, -1.85], [10.27, -0.26, -4.43], [8.44, -2.09, -5.26], [6.82, -2.55, -3.15], [-0.54, 7.13, -0.30], [-0.96, 8.26, 0.35], [0.16, 8.95, 0.73], [1.29, 8.21, 0.31], [0.83, 7.09, -0.33], [-1.15, 6.43, -0.69], [-2.00, 8.49, 0.47], [0.16, 9.89, 1.26], [2.33, 8.47, 0.44], [1.35, 6.28, -0.80], [-5.51, -0.73, 2.71], [-6.02, 0.48, 3.12], [-7.37, 0.33, 3.29], [-7.68, -1.02, 2.98], [-6.52, -1.65, 2.62], [-4.54, -0.90, 2.51], [-5.38, 1.34, 3.25], [-8.05, 1.10, 3.60], [-8.66, -1.48, 3.01], [-6.32, -2.66, 2.33]]}

---

Entry 3:
{"formula": "C23H31FN3SeTc", "method": "ωB97M-V with the def2-TZVPD basis set", "relative_energy_kcal_mol": 28.99, "gap_ev": [6.04, 2.88], "energy_ha": -3640.255480, "total_charge": 3, "spin_multiplicity": 4, "homo_ev": [-15.2, -15.4], "s_squared": 3.806, "symbols": ["Tc", "C", "C", "C", "C", "C", "C", "C", "H", "H", "H", "H", "H", "H", "H", "H", "Se", "C", "C", "C", "C", "C", "C", "H", "H", "H", "H", "H", "N", "C", "C", "N", "C", "C", "H", "H", "H", "H", "H", "H", "H", "H", "H", "H", "H", "N", "C", "C", "C", "C", "C", "C", "H", "H", "H", "H", "H", "H", "H", "F"], "positions_angstrom": [[-1.09, -0.92, -1.45], [1.82, 2.92, 5.49], [1.10, 2.45, 4.27], [0.17, 1.41, 4.35], [-0.53, 0.95, 3.23], [-0.31, 1.57, 1.96], [0.43, 2.69, 1.94], [1.21, 3.09, 3.01], [2.13, 3.98, 5.52], [2.79, 2.45, 5.74], [1.27, 2.78, 6.44], [-0.02, 0.90, 5.35], [-1.16, 0.07, 3.29], [-0.89, 1.24, 1.08], [0.56, 3.23, 0.99], [1.80, 3.99, 2.94], [-2.20, 0.31, -3.12], [-3.61, 0.97, -2.17], [-3.85, 2.31, -2.50], [-4.92, 2.96, -1.87], [-5.80, 2.24, -1.03], [-5.51, 0.90, -0.72], [-4.47, 0.26, -1.31], [-3.31, 2.88, -3.29], [-5.18, 4.01, -2.11], [-6.64, 2.80, -0.60], [-6.05, 0.31, 0.05], [-4.22, -0.75, -1.07], [3.54, 0.29, -2.46], [3.10, -1.11, -3.02], [1.58, -1.30, -3.20], [0.85, -0.63, -2.06], [1.21, 0.77, -1.85], [2.65, 0.91, -1.40], [3.59, 0.94, -3.25], [4.55, 0.25, -2.15], [3.49, -1.85, -2.28], [3.70, -1.26, -3.95], [1.33, -2.38, -3.12], [1.29, -0.87, -4.17], [1.18, -1.25, -1.23], [0.43, 1.18, -1.15], [1.04, 1.32, -2.79], [2.82, 0.37, -0.46], [2.94, 1.93, -1.21], [-1.07, -2.95, -1.09], [-0.05, -3.30, -0.15], [0.52, -2.23, 0.59], [1.68, -2.37, 1.28], [2.24, -3.65, 1.46], [1.54, -4.74, 0.82], [0.42, -4.57, 0.03], [-0.99, -3.53, -1.94], [-2.01, -3.18, -0.74], [-0.05, -1.24, 0.46], [2.15, -1.54, 1.79], [3.16, -3.84, 2.02], [1.96, -5.74, 1.02], [-0.04, -5.45, -0.41], [-2.27, -0.98, 0.18]]}

---

Entry 4:
{"formula": "C27H45BCaN7SeSi3", "method": "ωB97M-V with the def2-TZVPD basis set", "relative_energy_kcal_mol": 33.84, "gap_ev": 4.25, "energy_ha": -5411.781724, "total_charge": -1, "homo_ev": -3.7, "symbols": ["Ca", "B", "N", "C", "C", "C", "N", "N", "C", "C", "C", "N", "H", "H", "H", "H", "H", "H", "H", "H", "C", "C", "C", "C", "C", "C", "N", "N", "C", "C", "C", "C", "C", "N", "H", "H", "H", "H", "H", "H", "H", "H", "H", "C", "Si", "C", "C", "C", "Si", "C", "C", "C", "H", "H", "H", "H", "H", "H", "H", "H", "H", "H", "H", "H", "H", "H", "H", "H", "H", "H", "H", "C", "Si", "C", "C", "Se", "H", "H", "H", "H", "H", "H", "H", "H", "H"], "positions_angstrom": [[0.84, 0.82, 0.43], [3.17, 0.31, 3.19], [1.91, 1.11, 3.64], [1.63, 1.48, 4.89], [0.39, 2.08, 4.92], [-0.03, 2.04, 3.59], [0.89, 1.45, 2.82], [3.78, 0.94, 1.89], [5.08, 1.23, 1.71], [5.26, 1.68, 0.41], [3.98, 1.62, -0.14], [3.10, 1.17, 0.76], [4.01, 0.42, 4.06], [2.87, -0.84, 2.98], [2.33, 1.27, 5.69], [-0.14, 2.48, 5.77], [-0.96, 2.39, 3.16], [5.79, 1.10, 2.51], [6.17, 1.99, -0.06], [3.66, 1.88, -1.14], [2.04, -1.73, -4.89], [1.97, -0.39, -5.27], [1.70, 0.59, -4.33], [1.49, 0.22, -2.99], [1.56, -1.11, -2.62], [1.84, -2.09, -3.56], [1.17, 1.15, -1.97], [1.09, 2.32, -2.37], [0.70, 3.31, -1.46], [0.58, 4.59, -1.99], [0.14, 5.62, -1.18], [-0.16, 5.34, 0.15], [-0.01, 4.04, 0.59], [0.40, 3.05, -0.19], [2.25, -2.49, -5.63], [2.12, -0.11, -6.30], [1.66, 1.63, -4.61], [1.40, -1.39, -1.57], [1.89, -3.12, -3.26], [0.81, 4.73, -3.03], [0.03, 6.62, -1.57], [-0.50, 6.12, 0.82], [-0.23, 3.79, 1.62], [-1.90, -0.59, 3.17], [-2.79, -0.53, 1.51], [-4.63, -0.31, 1.96], [-2.69, -2.23, 0.73], [-2.19, 0.79, 0.39], [-2.86, 0.90, -1.29], [-4.76, 0.88, -1.34], [-2.33, -0.54, -2.39], [-2.43, 2.51, -2.19], [-2.31, -1.38, 3.81], [-2.02, 0.36, 3.71], [-0.83, -0.78, 3.04], [-4.94, -1.03, 2.73], [-5.26, -0.46, 1.09], [-4.83, 0.70, 2.35], [-3.07, -3.01, 1.41], [-1.65, -2.46, 0.49], [-3.28, -2.28, -0.19], [-1.97, 1.75, 0.88], [-5.15, -0.08, -0.98], [-5.16, 1.04, -2.35], [-5.17, 1.66, -0.69], [-2.92, -1.43, -2.17], [-1.28, -0.79, -2.21], [-2.44, -0.31, -3.46], [-2.38, 3.36, -1.50], [-3.18, 2.75, -2.96], [-1.47, 2.43, -2.71], [-0.41, -4.60, -1.17], [0.67, -4.36, 0.35], [2.25, -5.35, 0.03], [-0.19, -5.16, 1.83], [1.18, -2.25, 0.81], [-0.52, -5.67, -1.41], [0.04, -4.10, -2.04], [-1.40, -4.17, -1.03], [2.03, -6.43, -0.06], [2.95, -5.21, 0.86], [2.73, -5.01, -0.89], [-0.24, -6.25, 1.73], [-1.21, -4.77, 1.93], [0.36, -4.90, 2.74]]}

---

Entry 5:
{"formula": "C39H73InN3O3PS4Sb2", "method": "ωB97M-V with the def2-TZVPD basis set", "relative_energy_kcal_mol": 38.41, "gap_ev": [4.70, 5.29], "energy_ha": -4524.737234, "total_charge": -2, "homo_ev": [-2.0, -2.0], "symbols": ["In", "C", "C", "C", "C", "C", "C", "C", "C", "C", "C", "C", "C", "C", "C", "C", "C", "C", "H", "H", "H", "H", "H", "H", "H", "H", "H", "H", "H", "H", "H", "H", "H", "H", "H", "H", "H", "H", "H", "H", "H", "H", "H", "H", "H", "H", "H", "S", "Sb", "S", "S", "S", "C", "N", "C", "P", "O", "N", "C", "C", "N", "C", "C", "H", "H", "H", "H", "H", "H", "H", "H", "H", "H", "H", "H", "H", "H", "H", "H", "H", "H", "C", "C", "Sb", "C", "C", "C", "C", "H", "H", "H", "H", "H", "H", "H", "H", "H", "H", "H", "H", "H", "H", "H", "C", "C", "C", "C", "C", "C", "C", "C", "C", "C", "O", "O", "H", "H", "H", "H", "H", "H", "H", "H", "H", "H", "H"], "positions_angstrom": [[0.54, 0.55, 0.38], [0.18, 1.95, 3.08], [0.44, 0.68, 3.70], [-0.69, -0.14, 3.44], [-1.61, 0.65, 2.68], [-1.08, 1.93, 2.46], [-1.79, 3.15, 1.88], [-3.08, 2.73, 1.18], [-2.12, 4.14, 3.00], [-0.90, 3.86, 0.85], [-1.03, -1.60, 3.78], [-0.22, -2.58, 2.90], [-0.84, -1.96, 5.26], [-2.51, -1.88, 3.48], [1.69, 0.50, 4.59], [2.72, 1.59, 4.27], [2.43, -0.83, 4.39], [1.31, 0.68, 6.07], [0.83, 2.82, 3.13], [-2.58, 0.32, 2.32], [-3.78, 2.27, 1.90], [-2.87, 2.01, 0.39], [-3.58, 3.60, 0.74], [-2.76, 3.65, 3.75], [-2.65, 5.02, 2.61], [-1.21, 4.47, 3.50], [-0.66, 3.21, 0.01], [0.05, 4.18, 1.31], [-1.40, 4.76, 0.46], [0.85, -2.48, 3.05], [-0.42, -2.38, 1.85], [-0.50, -3.63, 3.12], [0.20, -1.91, 5.59], [-1.20, -2.97, 5.45], [-1.42, -1.27, 5.89], [-2.73, -1.78, 2.42], [-3.15, -1.18, 4.03], [-2.76, -2.90, 3.78], [2.97, 1.59, 3.21], [3.64, 1.40, 4.84], [2.36, 2.58, 4.54], [2.69, -0.96, 3.34], [1.86, -1.70, 4.71], [3.37, -0.82, 4.96], [0.90, 1.68, 6.22], [2.19, 0.56, 6.72], [0.55, -0.04, 6.39], [2.13, -6.05, -0.61], [3.64, -4.52, -1.41], [2.73, -1.88, 0.85], [2.61, -2.24, -1.08], [4.01, -4.55, -3.66], [-3.69, 1.27, -4.62], [-3.05, 0.87, -3.37], [-3.98, 0.92, -2.24], [-1.48, 1.40, -3.10], [-1.20, 1.57, -1.66], [-0.56, 0.31, -3.91], [-1.03, -0.71, -4.83], [0.89, 0.46, -3.83], [-1.21, 2.84, -3.88], [-1.45, 4.09, -3.18], [-0.93, 2.97, -5.29], [-4.50, 0.57, -4.86], [-2.98, 1.24, -5.45], [-4.11, 2.28, -4.57], [-4.76, 0.17, -2.38], [-4.45, 1.91, -2.14], [-3.45, 0.70, -1.32], [-2.10, -0.89, -4.71], [-0.51, -1.65, -4.62], [-0.82, -0.45, -5.88], [1.17, 1.18, -3.06], [1.31, 0.80, -4.79], [1.34, -0.50, -3.57], [-1.56, 3.91, -2.11], [-2.36, 4.60, -3.55], [-0.60, 4.77, -3.32], [-0.71, 1.99, -5.72], [-0.05, 3.60, -5.44], [-1.76, 3.42, -5.84], [-4.17, -4.26, -3.02], [-3.46, -2.92, -3.24], [-2.10, -2.22, -1.69], [-0.46, -3.59, -2.02], [-0.74, -4.91, -2.74], [-3.00, -3.34, -0.09], [-4.33, -2.70, 0.34], [-4.87, -4.48, -3.83], [-4.74, -4.28, -2.09], [-3.46, -5.09, -2.98], [-4.20, -2.12, -3.34], [-2.88, -2.93, -4.16], [-0.05, -3.78, -1.03], [0.30, -3.02, -2.56], [-1.42, -5.54, -2.16], [0.19, -5.46, -2.88], [-1.19, -4.75, -3.73], [-2.29, -3.33, 0.73], [-3.14, -4.38, -0.40], [-4.19, -1.67, 0.65], [-4.79, -3.24, 1.17], [-5.05, -2.70, -0.49], [6.80, -0.57, 2.07], [5.94, 0.20, 1.11], [5.84, -0.18, -0.22], [4.97, 0.46, -1.10], [4.90, 0.03, -2.55], [4.17, 1.50, -0.62], [4.30, 1.94, 0.70], [3.49, 3.12, 1.19], [5.19, 1.29, 1.54], [3.10, 2.10, -1.50], [3.43, 2.77, -2.48], [1.90, 1.83, -1.14], [7.55, -1.17, 1.55], [6.18, -1.26, 2.66], [7.31, 0.09, 2.78], [6.44, -1.01, -0.59], [5.30, -0.98, -2.68], [5.46, 0.71, -3.18], [3.87, 0.04, -2.92], [3.35, 3.86, 0.40], [3.99, 3.60, 2.04], [2.50, 2.82, 1.52], [5.28, 1.62, 2.57]]}

---

Entry 6:
{"formula": "C24H27BMoN9OPSSe", "method": "ωB97M-V with the def2-TZVPD basis set", "relative_energy_kcal_mol": 35.63, "gap_ev": [5.62, 5.77], "energy_ha": -4732.776560, "total_charge": 1, "spin_multiplicity": 2, "homo_ev": [-10.4, -10.4], "s_squared": 0.770, "symbols": ["Mo", "C", "C", "N", "N", "C", "B", "N", "C", "C", "C", "N", "N", "C", "C", "C", "N", "N", "C", "C", "C", "N", "H", "H", "H", "H", "H", "H", "H", "H", "H", "H", "H", "H", "S", "C", "C", "C", "C", "C", "C", "C", "C", "C", "N", "H", "H", "H", "H", "H", "H", "C", "P", "C", "C", "O", "H", "H", "H", "H", "H", "H", "H", "H", "H", "Se"], "positions_angstrom": [[-0.47, 0.23, -0.39], [-2.91, 2.87, 2.01], [-2.70, 2.07, 0.89], [-1.56, 1.40, 1.01], [-1.02, 1.73, 2.20], [-1.81, 2.62, 2.81], [0.24, 1.02, 2.76], [1.43, 1.33, 1.87], [2.65, 1.82, 2.14], [3.38, 1.81, 0.96], [2.50, 1.30, 0.01], [1.34, 1.01, 0.57], [-0.08, -0.48, 2.58], [-0.03, -1.48, 3.46], [-0.65, -2.59, 2.90], [-1.05, -2.16, 1.64], [-0.68, -0.89, 1.46], [0.41, 1.39, 4.20], [-0.42, 1.05, 5.23], [-0.07, 1.81, 6.31], [0.98, 2.62, 5.85], [1.25, 2.36, 4.59], [-3.72, 3.53, 2.20], [-3.32, 1.97, 0.02], [-1.56, 3.04, 3.77], [2.90, 2.15, 3.13], [4.39, 2.13, 0.82], [2.65, 1.14, -1.04], [0.45, -1.37, 4.42], [-0.79, -3.55, 3.35], [-1.61, -2.69, 0.89], [-1.18, 0.31, 5.11], [-0.51, 1.80, 7.29], [1.53, 3.38, 6.37], [-2.98, -2.49, -3.05], [-3.96, -1.11, -2.75], [-3.37, -0.22, -1.91], [-2.08, -0.59, -1.45], [-1.75, -1.82, -2.02], [-0.52, -2.45, -1.70], [-0.08, -3.69, -2.21], [1.12, -4.20, -1.79], [1.88, -3.49, -0.85], [1.39, -2.28, -0.40], [0.24, -1.76, -0.81], [-4.92, -1.04, -3.21], [-3.86, 0.70, -1.64], [-0.71, -4.22, -2.91], [1.48, -5.15, -2.17], [2.82, -3.87, -0.50], [1.94, -1.70, 0.34], [1.95, 1.73, -4.20], [0.94, 0.26, -3.83], [1.79, -1.19, -4.56], [-0.69, 0.40, -4.63], [0.84, 0.07, -2.34], [2.20, 1.80, -5.25], [2.87, 1.66, -3.61], [1.40, 2.62, -3.89], [1.87, -1.07, -5.63], [1.22, -2.09, -4.33], [2.78, -1.27, -4.12], [-0.62, 0.88, -5.60], [-1.34, 1.00, -3.98], [-1.12, -0.60, -4.75], [-0.67, 2.50, -1.63]]}

---

Listing F_max for the structures above in their given order: 1.39, 1.02, 3.44, 2.88, 0.64, 5.22 eV/A.